# 1
ORCA calculation (ωB97M-V with the def2-TZVPD basis set) on a structure of composition C55H135N9O11 at a distorted geometry.

Orbital gap   7.227 eV
Energy above the lowest of the compared OMol25 structures with the same formula, charge and spin   980.39 kcal/mol

Atoms and positions in Å:
C 1.757 -5.048 21.222
C 1.342 -5.864 22.444
C -0.191 -5.928 22.618
O -0.757 -4.657 22.994
C -1.978 -4.831 23.666
N 1.935 -7.165 22.371
H 1.603 -5.633 20.315
H 2.823 -4.822 21.208
H 1.210 -4.112 21.104
H 1.811 -5.406 23.315
H -0.159 -6.599 23.476
H -0.767 -6.411 21.829
H -2.300 -3.858 24.037
H -1.707 -5.359 24.580
H -2.713 -5.414 23.111
H 1.752 -7.495 21.434
H 2.940 -7.140 22.279
C -6.784 -9.969 27.580
C -5.448 -10.559 27.146
C -5.630 -11.343 25.803
O -6.373 -12.490 25.922
C -6.553 -13.191 24.705
N -4.462 -9.522 26.850
H -7.197 -9.203 26.924
H -6.546 -9.388 28.471
H -7.515 -10.717 27.885
H -5.090 -11.252 27.907
H -4.632 -11.571 25.429
H -5.953 -10.707 24.978
H -6.823 -14.221 24.939
H -5.625 -13.118 24.139
H -7.352 -12.757 24.104
H -3.498 -9.808 26.937
H -4.520 -8.892 27.638
C -7.981 -3.042 19.744
C -8.186 -3.259 21.233
C -7.934 -4.706 21.754
O -8.640 -5.688 21.047
C -8.611 -6.992 21.670
N -7.284 -2.449 22.007
H -8.443 -3.889 19.238
H -6.982 -3.012 19.308
H -8.547 -2.166 19.428
H -9.229 -3.002 21.419
H -8.174 -4.888 22.802
H -6.906 -4.954 21.492
H -9.070 -6.929 22.656
H -7.606 -7.412 21.705
H -9.175 -7.685 21.046
H -7.467 -2.540 22.996
H -7.477 -1.490 21.756
C -1.653 -8.248 22.225
C -1.087 -9.438 21.525
C -1.934 -9.825 20.218
O -3.279 -10.007 20.542
C -4.131 -9.970 19.387
N 0.284 -9.129 21.208
H -2.689 -8.404 22.523
H -1.791 -7.392 21.564
H -1.109 -7.912 23.108
H -1.186 -10.290 22.198
H -1.598 -10.789 19.836
H -1.798 -9.073 19.441
H -3.812 -9.143 18.753
H -5.099 -9.609 19.736
H -4.140 -10.929 18.869
H 0.704 -9.061 22.124
H 0.591 -10.007 20.814
C -2.725 -5.232 27.933
C -1.960 -4.097 27.351
C -2.780 -3.018 26.562
O -3.200 -3.654 25.339
C -3.393 -2.749 24.275
N -1.196 -3.359 28.389
H -3.432 -5.590 27.184
H -3.202 -5.008 28.887
H -2.094 -6.108 28.084
H -1.201 -4.377 26.620
H -1.995 -2.324 26.260
H -3.542 -2.494 27.140
H -2.484 -2.556 23.705
H -3.861 -1.843 24.662
H -4.067 -3.185 23.539
H -1.774 -2.799 28.999
H -0.640 -2.680 27.888
C -2.381 -11.803 25.272
C -1.867 -10.625 26.133
C -2.144 -9.230 25.504
O -1.640 -8.266 26.375
C -1.905 -6.941 25.797
N -2.505 -10.732 27.404
H -1.990 -11.491 24.303
H -3.457 -11.777 25.104
H -2.008 -12.794 25.534
H -0.807 -10.741 26.359
H -3.220 -9.195 25.334
H -1.658 -9.203 24.528
H -2.968 -6.818 25.588
H -1.300 -6.819 24.899
H -1.625 -6.202 26.548
H -2.418 -9.833 27.855
H -1.936 -11.352 27.962
C -9.464 -3.631 28.539
C -7.907 -3.865 28.445
C -7.450 -3.235 27.041
C -5.952 -3.050 26.825
C -5.401 -2.291 28.077
C -5.694 -2.849 29.476
N -7.176 -3.130 29.558
O -7.628 -3.515 30.803
C -4.756 -4.054 29.665
C -5.384 -1.631 30.461
C -7.557 -5.352 28.391
H -9.827 -3.820 29.550
H -10.075 -4.250 27.883
H -9.697 -2.597 28.285
H -7.694 -3.944 26.250
H -7.960 -2.272 27.017
H -5.831 -2.582 25.848
H -5.650 -4.095 26.750
H -5.722 -1.251 28.143
H -4.318 -2.324 27.963
H -5.148 -4.623 30.508
H -4.736 -4.708 28.793
H -3.705 -3.874 29.889
H -5.972 -1.807 31.362
H -4.339 -1.436 30.701
H -5.754 -0.648 30.172
H -8.195 -5.872 27.677
H -7.908 -5.760 29.339
H -6.530 -5.587 28.114
H -7.051 -4.269 30.948
C -6.090 -7.821 22.629
C -4.792 -7.785 23.557
C -3.848 -6.616 23.084
C -4.336 -5.265 23.617
C -4.596 -5.280 25.118
C -5.481 -6.440 25.574
N -5.049 -7.710 25.002
O -5.812 -8.813 25.450
C -5.324 -6.565 27.139
C -6.947 -6.074 25.183
C -4.080 -9.065 23.273
H -6.756 -6.976 22.800
H -6.811 -8.563 22.972
H -5.875 -7.940 21.567
H -2.827 -6.790 23.424
H -3.731 -6.585 22.000
H -5.224 -4.904 23.098
H -3.607 -4.500 23.350
H -4.984 -4.305 25.413
H -3.698 -5.451 25.712
H -6.020 -7.296 27.551
H -4.321 -6.975 27.258
H -5.227 -5.634 27.697
H -7.440 -5.448 25.927
H -7.065 -5.666 24.180
H -7.551 -6.976 25.279
H -3.818 -9.124 22.217
H -4.583 -9.993 23.547
H -3.149 -9.153 23.833
H -5.292 -9.360 26.043
C -9.888 -11.117 21.115
C -10.082 -10.130 22.332
C -11.124 -10.706 23.264
C -11.393 -9.946 24.553
C -10.042 -9.875 25.181
C -8.834 -9.304 24.366
N -8.808 -9.983 23.045
O -7.842 -9.489 22.160
C -8.899 -7.730 24.299
C -7.588 -9.822 25.070
C -10.701 -8.815 21.842
H -10.804 -11.384 20.590
H -9.401 -12.003 21.522
H -9.162 -10.669 20.437
H -12.090 -10.719 22.758
H -10.858 -11.740 23.485
H -12.155 -10.445 25.153
H -11.635 -8.892 24.417
H -9.865 -10.851 25.633
H -10.124 -9.255 26.073
H -8.535 -7.424 25.280
H -8.110 -7.383 23.632
H -9.915 -7.380 24.114
H -7.499 -9.476 26.100
H -7.450 -10.892 25.221
H -6.730 -9.404 24.545
H -11.676 -8.938 21.371
H -10.095 -8.198 21.178
H -10.971 -8.165 22.674
H -7.009 -9.892 22.416
C -6.342 -2.264 24.304
C -7.824 -2.146 24.575
O -8.524 -3.042 23.752
H -5.971 -3.269 24.506
H -5.759 -1.562 24.899
H -6.092 -1.995 23.278
H -8.180 -1.169 24.247
H -8.079 -2.326 25.619
H -9.405 -3.097 24.131
C -3.503 -11.172 22.680
C -2.631 -12.395 22.234
O -3.448 -13.518 22.401
H -4.044 -11.472 23.577
H -4.231 -10.850 21.935
H -2.947 -10.297 23.017
H -1.798 -12.457 22.934
H -2.194 -12.292 21.240
H -3.027 -14.281 22.805

***

# 2
ORCA calculation (ωB97M-V with the def2-TZVPD basis set) on a structure of composition C55H32BrIrN6O2S2.

Multiplicity   2
Expectation value of S²   1.114
Orbital gap (alpha / beta)   5.030 / 5.063 eV
Charge   -1

Atoms and positions in Å:
Ir 0.250 0.359 -1.098
C -4.629 1.554 2.552
C -4.148 2.847 2.710
C -3.210 3.355 1.825
C -2.736 2.574 0.775
C -3.232 1.279 0.612
C -4.171 0.775 1.501
C -1.657 3.064 -0.132
C -0.624 3.672 0.389
C 0.396 4.309 0.970
C 1.544 3.713 1.504
C 1.689 2.305 1.995
C 3.041 0.378 1.423
C 4.455 0.121 1.662
C 5.027 -1.135 1.407
C 6.377 -1.351 1.613
C 7.194 -0.317 2.047
C 6.646 0.939 2.271
C 5.295 1.162 2.083
C 2.120 -0.663 1.272
N 1.059 -0.854 0.406
C 0.498 -2.070 0.740
C -0.473 -2.801 0.046
C -0.802 -4.175 0.524
C 0.125 -5.212 0.453
C -0.208 -6.490 0.871
C -1.478 -6.755 1.365
C -2.411 -5.733 1.438
C -2.074 -4.454 1.018
C -1.091 -2.405 -1.144
C -1.776 -3.276 -2.068
C -2.018 -2.558 -3.190
C -1.586 -1.208 -2.945
N -0.999 -1.176 -1.682
C -1.794 -0.106 -3.744
C -1.722 1.222 -3.229
C -2.473 2.330 -3.651
C -2.500 3.231 -2.585
C -1.735 2.674 -1.567
N -1.232 1.479 -1.973
C -2.238 -0.238 -5.150
C -1.504 0.425 -6.134
C -1.855 0.323 -7.469
C -2.955 -0.433 -7.847
C -3.708 -1.073 -6.874
C -3.354 -0.973 -5.537
C 1.177 -2.605 1.893
C 2.203 -1.774 2.176
N 0.469 1.557 2.075
H -5.354 1.155 3.249
H -4.501 3.461 3.529
H -2.818 4.356 1.951
H -2.875 0.671 -0.210
H -4.538 -0.236 1.373
H 0.385 5.395 0.920
H 2.377 4.356 1.758
H 4.413 -1.928 1.007
H 6.798 -2.326 1.402
H 8.254 -0.484 2.189
H 7.278 1.756 2.596
H 4.871 2.135 2.276
H 1.113 -5.005 0.062
H 0.525 -7.285 0.806
H -1.739 -7.755 1.690
H -3.403 -5.928 1.825
H -2.799 -3.651 1.074
H -1.997 -4.315 -1.891
H -2.484 -2.917 -4.091
H -3.018 2.398 -4.578
H -3.054 4.153 -2.521
H -0.639 1.004 -5.837
H -1.261 0.834 -8.216
H -3.231 -0.515 -8.890
H -4.585 -1.644 -7.153
H -3.984 -1.430 -4.784
H 0.907 -3.511 2.405
H 2.917 -1.846 2.978
S 1.491 2.307 -1.097
C 2.916 1.867 -1.962
C 3.923 2.867 -2.097
N 4.712 3.696 -2.207
C 3.077 0.621 -2.476
S 1.804 -0.541 -2.410
C 4.292 0.225 -3.107
N 5.261 -0.123 -3.623
Br -3.150 0.448 5.778
C -1.471 1.065 5.138
C -1.248 1.042 3.778
C -0.004 1.505 3.348
C 0.936 1.989 4.268
C 0.680 1.982 5.631
C -0.542 1.517 6.080
C 2.107 2.420 3.504
O 3.184 2.808 3.884
O 2.749 1.691 1.255
H -1.999 0.692 3.084
H -0.092 1.360 1.263
H 1.428 2.347 6.322
H -0.789 1.503 7.131

***

# 3
ORCA calculation (ωB97M-V with the def2-TZVPD basis set) on a structure of composition C55H37N6STl.

Orbital gap (alpha / beta)   3.469 / 3.475 eV
Charge   -2

Atoms and positions in Å:
Tl -0.101 -0.308 0.067
C -3.367 6.430 -2.554
C -3.774 5.197 -3.059
C -3.179 4.027 -2.622
C -2.152 4.032 -1.666
C -1.767 5.281 -1.166
C -2.357 6.460 -1.606
C -1.517 2.764 -1.239
C -2.430 1.710 -0.802
C -3.795 1.859 -0.538
C -4.302 0.589 -0.226
C -3.235 -0.306 -0.304
N -2.093 0.386 -0.640
C -3.292 -1.744 -0.106
C -2.247 -2.623 -0.183
C -2.355 -4.071 -0.032
C -1.127 -4.596 -0.183
C -0.193 -3.498 -0.447
C 1.164 -3.639 -0.627
C 1.734 -5.009 -0.556
C 1.381 -5.991 -1.484
C 1.895 -7.280 -1.406
C 2.794 -7.614 -0.403
C 3.172 -6.644 0.518
C 2.650 -5.362 0.439
C 2.119 -2.563 -0.866
N 1.779 -1.246 -0.941
C 2.928 -0.529 -1.126
C 2.978 0.909 -1.271
C 4.348 1.477 -1.431
C 5.059 1.919 -0.316
C 6.331 2.460 -0.446
C 6.920 2.561 -1.700
C 6.229 2.112 -2.816
C 4.957 1.570 -2.679
C 1.924 1.786 -1.319
C 2.029 3.181 -1.719
C 0.782 3.684 -1.783
C -0.148 2.636 -1.354
N 0.586 1.504 -1.104
C 4.021 -1.406 -1.196
C 3.507 -2.699 -1.042
N -0.920 -2.324 -0.446
C -4.633 -2.287 0.242
C -5.683 -2.258 -0.676
C -6.930 -2.777 -0.355
C -7.153 -3.336 0.897
C -6.119 -3.363 1.823
C -4.875 -2.837 1.503
H -3.833 7.347 -2.896
H -4.557 5.151 -3.807
H -3.499 3.073 -3.022
H -0.984 5.319 -0.422
H -2.027 7.407 -1.194
H -4.355 2.780 -0.592
H -5.322 0.343 0.024
H -3.273 -4.604 0.158
H -0.857 -5.639 -0.125
H 0.689 -5.726 -2.273
H 1.598 -8.023 -2.138
H 3.199 -8.617 -0.341
H 3.874 -6.892 1.307
H 2.947 -4.606 1.156
H 4.593 1.827 0.659
H 6.865 2.801 0.434
H 7.913 2.984 -1.805
H 6.681 2.183 -3.799
H 4.414 1.214 -3.546
H 2.949 3.686 -1.973
H 0.507 4.675 -2.108
H 5.052 -1.128 -1.357
H 4.062 -3.624 -1.066
H -5.505 -1.822 -1.651
H -7.730 -2.751 -1.087
H -8.126 -3.744 1.148
H -6.286 -3.788 2.807
H -4.066 -2.826 2.222
S 2.808 0.517 3.651
C 2.662 -1.168 3.356
C 1.721 -1.431 2.413
C 1.061 -0.267 1.909
C 1.549 0.863 2.495
C 1.101 2.242 2.262
C 1.977 3.326 2.311
C 1.470 4.599 2.124
C 0.117 4.754 1.873
C -0.674 3.614 1.799
N -0.206 2.390 2.016
H 3.297 -1.869 3.876
H 1.508 -2.429 2.049
H 3.034 3.159 2.471
H 2.127 5.459 2.153
H -0.318 5.732 1.714
H -1.731 3.678 1.559
C -1.101 0.568 4.686
C -1.774 -0.318 3.749
N -2.310 -1.013 3.011
H -0.160 0.899 4.251
H -0.896 0.040 5.617
H -1.728 1.435 4.887